(1)
Computed, not measured: a single C3H5F5P2 molecule, with wB97M-V/def2-TZVPD.

Computed properties:
HOMO-LUMO gap (spin up / spin down) in eV: 5.33 / 7.11
Total energy in eV: -35349.9875

Structure (ORCA input):
```
! RIJCOSX wB97M-V def2-TZVPD def2/J DEFGRID3
* xyz 0 3
C 1.5815 -1.6187 0.1011
C 1.3908 1.8195 -1.1833
C 0.6157 1.2808 -0.0208
F 0.3115 -2.1052 0.5281
F 1.5290 3.1470 -1.1812
F 0.7537 1.5401 -2.3255
F 2.5720 1.1798 -1.2280
F 0.5353 2.2963 0.9809
P -1.1293 0.7158 -0.5449
P 1.7391 0.0589 0.9196
H 2.2436 -2.4889 0.4635
H 1.5884 -1.5370 -0.9717
H -1.4107 2.0298 -1.1251
H -1.5442 1.0598 0.8005
H 0.6267 -0.1866 1.8639
*
```

(2)
Computed, not measured: a molecular structure, C3H5F6MgNO4S2, with wB97M-V/def2-TZVPD.

Computed properties:
HOMO-LUMO gap in eV: 9.77
Total energy in eV: -56290.7798

Structure (ORCA input):
```
! RIJCOSX wB97M-V def2-TZVPD def2/J DEFGRID3
* xyz 0 1
Mg -1.7610 0.1540 -0.0909
C -0.6627 -0.0449 -4.6444
H -0.7267 0.0675 -3.5677
H -0.9086 -1.0876 -4.8737
H 0.3384 0.1691 -4.9654
H -1.4146 0.5743 -5.0749
H -3.2965 -0.2934 -0.5169
F -0.6588 -3.6143 1.6703
C 0.1131 -2.6244 2.1837
F -0.2024 -2.4527 3.4779
F 1.4063 -2.9874 2.0902
S -0.2415 -1.0493 1.2609
O -0.1801 -1.1958 -0.2177
O -1.5948 -0.6288 1.6979
N 0.7771 0.0429 1.7940
S 0.2985 1.5636 1.4887
O -0.3151 1.5961 0.1265
O -0.4257 2.2295 2.5382
C 2.0478 2.2600 1.4183
F 2.5980 2.2476 2.6488
F 2.8232 1.5394 0.5847
F 1.9861 3.5346 0.9716
*
```

(3)
Computed, not measured: 2 unconnected molecules or ions with the total composition C3H5FIN, with wB97M-V/def2-TZVPD.

Computed properties:
HOMO-LUMO gap (spin up / spin down) in eV: 9.07 / 8.09
Relative energy (zero: lowest compared OMol25 entry of this formula, charge and spin) in kcal per mole: 26.9
Total energy in eV: -15494.1456

Structure (ORCA input):
```
! RIJCOSX wB97M-V def2-TZVPD def2/J DEFGRID3
* xyz 0 3
C -2.5771 0.0910 -1.5923
C -1.3347 0.4783 -1.5644
C 0.6797 1.2928 1.0029
N -0.5829 0.7367 1.3102
F -0.1680 -0.0307 -1.9005
I -0.6930 -1.0242 2.1802
H -2.9594 -0.6953 -2.2794
H -3.2630 0.6269 -0.9138
H 0.4139 1.9439 0.1265
H 1.1111 1.8363 1.9265
H 1.3018 0.5249 0.6729
*
```

(4)
Computed, not measured: a single C3H5FN2S molecule, with wB97M-V/def2-TZVPD.

Computed properties:
HOMO-LUMO gap (spin up / spin down) in eV: 8.63 / 8.13
Total energy in eV: -19717.4482

Structure (ORCA input):
```
! RIJCOSX wB97M-V def2-TZVPD def2/J DEFGRID3
* xyz 0 3
C -0.8586 0.3159 -1.1719
C 0.3124 0.0094 -0.6435
C 0.5557 -0.4769 0.7788
N 2.9763 1.9794 -1.0167
N 2.8179 0.6577 -1.8826
F 1.7904 2.2187 -0.3510
S 1.6297 -0.2986 -1.9579
H -0.9527 0.4855 -2.2674
H -1.8363 0.5872 -0.5943
H -0.2144 0.0174 1.4529
H 0.4140 -1.4759 0.7090
H 1.5196 -0.3362 1.0537
*
```

(5)
Computed, not measured: a single C3H5FN4 molecule, with wB97M-V/def2-TZVPD.

Computed properties:
HOMO-LUMO gap in eV: 9.46
Relative energy (zero: lowest compared OMol25 entry of this formula, charge and spin) in kcal per mole: 89.9
Structure (SMILES): [H]/N=c1/cc(F)[nH]n1N
Total energy in eV: -11865.6144

Structure (ORCA input):
```
! RIJCOSX wB97M-V def2-TZVPD def2/J DEFGRID3
* xyz 0 1
H -0.3572 -1.7272 -2.3065
N 0.0346 -2.0653 -1.3411
C 0.0335 -0.9831 -0.6171
C 0.5334 -0.8264 0.7513
C 0.3910 0.3444 1.1633
F 0.5442 0.6152 2.4599
N 0.0632 1.2407 0.3220
N -0.1468 0.4404 -0.9319
N -1.1386 0.7387 -1.7676
H 0.4132 -1.7042 1.6098
H 0.6836 1.9680 0.2391
H -2.0828 0.6413 -1.3596
H -0.9886 1.5939 -2.0770
*
```

(6)
Computed, not measured: a gas-phase ion, C3H5FNO3 (charge +1), with wB97M-V/def2-TZVPD.

Computed properties:
HOMO-LUMO gap in eV: 11.89
Relative energy (zero: lowest compared OMol25 entry of this formula, charge and spin) in kcal per mole: 0.0
Structure (SMILES): [NH3+][C@H]1OC(=O)O[C@@H]1F
Total energy in eV: -13533.8708

Structure (ORCA input):
```
! RIJCOSX wB97M-V def2-TZVPD def2/J DEFGRID3
* xyz 1 1
N 0.9884 1.2188 0.4311
C 0.6445 -0.2363 -0.0789
O 0.1941 -1.0170 0.9537
C -1.2034 -1.2889 0.7189
O -1.8916 -1.9051 1.4037
O -1.6204 -0.5741 -0.3616
C -0.5204 -0.0639 -0.9859
F -0.3556 -0.8659 -2.1627
H 0.1519 1.7160 0.7762
H 1.5915 1.6690 -0.2986
H 1.2861 1.1702 1.3945
H 1.5151 -0.7331 -0.4889
H -0.7801 0.9105 -1.3016
*
```